2 unconnected molecules or ions with the total composition C4H14NO2, computed with ωB97M-V/def2-TZVPD.

F_max (eV/Å): 1.244
HOMO energy (eV): -14.78
M (g mol⁻¹): 108.16
LUMO (Eh): -0.111
Charge: +1
ΔE to the lowest compared entry with this formula, charge and spin (kcal/mol): 18.8

Each atom is followed by the atoms it is bonded to, with distances in Å.
Positions of all 21 atoms, in Å:
1 C 0.11018 -1.94554 -0.45813  O2 1.444, C3 1.513, H7 1.089, H8 1.085
2 O 0.57103 -2.34633 0.85049  C1 1.444, H9 0.965
3 C -0.15185 -0.45967 -0.34590  C1 1.513, C4 1.514, N6 1.547, H10 1.087
4 C -1.22558 -0.09162 0.65645  C3 1.514, C5 1.523, H11 1.081, H12 1.076
5 C -1.48196 1.40870 0.59653  C4 1.523, H13 1.080, H14 1.088, H15 1.098
6 N 1.17375 0.15474 0.16405  C3 1.547, H16 1.022, H17 1.018, H18 1.034
7 H 0.95168 -2.18650 -1.10560  C1 1.089
8 H -0.76199 -2.49334 -0.80074  C1 1.085
9 H 0.08920 -3.15468 1.06447  O2 0.965
10 H -0.31290 0.03045 -1.30323  C3 1.087
11 H -2.12239 -0.63674 0.39714  C4 1.081
12 H -0.91505 -0.35338 1.65304  C4 1.076
13 H -2.38776 1.63784 1.13817  C5 1.080
14 H -0.67289 2.06420 0.91052  C5 1.088
15 H -1.77058 1.70977 -0.41932  C5 1.098
16 H 1.93836 -0.51195 0.04054  N6 1.022
17 H 1.13681 0.36748 1.15922  N6 1.018
18 H 1.30107 0.98881 -0.43281  N6 1.034
19 H 1.26128 2.59710 -2.07283  O21 0.966
20 H -0.16560 2.71414 -1.48858  O21 0.969
21 O 0.74917 2.49124 -1.26025  H19 0.966, H20 0.969